Entry 1:
Molecular formula: C32H42Cl2NPdSSi4
Method: DFT, ωB97M-V/def2-TZVPD

The calculation puts the HOMO energy (spin up / spin down) at -10.91 / -10.91 eV. The strongest force on any atom is 0.78 eV/A. Its net charge is +1. As for the spin multiplicity: 1. As for the calculated total energy: -3903.6809 Eh. The gap between HOMO and LUMO (spin up / spin down) is 6.5 / 6.5 eV.

CARTESIAN COORDINATES (ANGSTROEM)
Pd1 -0.062 0.471 0.295
C1 -2.432 -0.960 -2.236
Si1 -1.388 -2.102 -1.155
C2 0.228 -2.598 -1.979
C3 -2.350 -3.716 -1.090
C4 -1.166 -1.336 0.582
Si2 -0.279 -2.539 1.784
C5 0.365 -1.724 3.344
C6 1.123 -3.533 1.047
C7 -1.585 -3.789 2.321
Si3 -2.811 -0.749 1.316
C8 -2.785 -0.406 3.155
C9 -4.282 -1.828 0.923
C10 -3.045 0.972 0.584
C11 -4.233 1.692 0.608
C12 -4.229 3.045 0.308
C13 -3.019 3.660 0.023
C14 -1.872 2.891 -0.006
N1 -1.888 1.573 0.233
H1 -2.211 -1.136 -3.291
H2 -2.294 0.105 -2.040
H3 -3.490 -1.191 -2.092
H4 0.103 -2.517 -3.062
H5 0.421 -3.649 -1.760
H6 1.124 -2.044 -1.699
H7 -2.510 -4.011 -2.132
H8 -3.331 -3.646 -0.619
H9 -1.789 -4.519 -0.611
H10 1.415 -1.443 3.239
H11 0.308 -2.464 4.146
H12 -0.196 -0.845 3.666
H13 1.864 -2.934 0.521
H14 0.769 -4.320 0.380
H15 1.630 -4.023 1.883
H16 -2.383 -3.361 2.929
H17 -1.069 -4.520 2.951
H18 -2.037 -4.337 1.493
H19 -2.582 -1.292 3.757
H20 -3.771 -0.031 3.443
H21 -2.051 0.356 3.420
H22 -4.125 -2.853 1.261
H23 -4.523 -1.847 -0.140
H24 -5.152 -1.442 1.461
H25 -5.154 1.191 0.878
H26 -5.148 3.616 0.320
H27 -2.952 4.719 -0.181
H28 -0.913 3.338 -0.225
Cl1 0.346 1.747 2.774
C15 1.980 1.179 3.004
C16 2.587 1.583 4.184
C17 3.880 1.184 4.464
C18 4.559 0.383 3.561
C19 3.940 -0.009 2.389
Cl2 4.854 -1.006 1.304
C20 2.623 0.369 2.069
S1 2.006 -0.250 0.527
H29 2.037 2.209 4.873
H30 4.357 1.496 5.382
H31 5.571 0.056 3.753
C21 0.090 5.413 -2.446
C22 1.208 4.980 -1.743
C23 1.450 3.623 -1.594
C24 0.567 2.684 -2.136
C25 -0.556 3.134 -2.836
C26 -0.788 4.491 -3.000
Si4 0.830 0.862 -2.002
C27 2.507 0.314 -2.569
C28 3.720 0.765 -2.036
C29 4.922 0.428 -2.630
C30 4.937 -0.373 -3.767
C31 3.748 -0.823 -4.313
C32 2.540 -0.477 -3.719
H32 -0.091 6.472 -2.569
H33 1.895 5.701 -1.319
H34 2.330 3.298 -1.051
H35 -1.258 2.419 -3.255
H36 -1.653 4.829 -3.557
H37 -0.213 0.170 -2.769
H38 3.732 1.370 -1.137
H39 5.852 0.780 -2.203
H40 5.880 -0.645 -4.223
H41 3.754 -1.444 -5.199
H42 1.617 -0.833 -4.162

Mulliken population analysis, charges in e, atoms 1 to 2: -0.0708 -1.0703


Entry 2:
Molecular formula: C21H26N8O4Re
Method: DFT, ωB97M-V/def2-TZVPD

The calculation puts the HOMO energy (spin up / spin down) at -13.91 / -13.88 eV. The strongest force on any atom is 2.79 eV/A. Its net charge is +2. As for the spin multiplicity: 2. As for the calculated total energy: -1632.6285 Eh. The gap between HOMO and LUMO (spin up / spin down) is 5.5 / 5.8 eV.

CARTESIAN COORDINATES (ANGSTROEM)
Re1 -0.114 0.631 0.138
C1 1.089 1.022 -4.110
C2 0.643 1.254 -2.716
N1 0.450 0.257 -1.890
N2 0.455 -0.994 -2.279
C3 -0.341 -1.738 -1.522
O1 -1.016 -1.141 -0.601
C4 -0.422 -3.174 -1.718
C5 -1.222 -3.938 -0.858
C6 -1.231 -5.312 -0.956
C7 -0.458 -5.948 -1.920
C8 0.316 -5.196 -2.797
C9 0.340 -3.819 -2.701
C10 0.158 2.517 -2.206
C11 0.215 3.740 -2.878
C12 -0.481 4.822 -2.364
C13 -1.220 4.659 -1.199
C14 -1.192 3.431 -0.556
N3 -0.522 2.397 -1.039
H1 0.869 -0.007 -4.386
H2 2.165 1.173 -4.197
H3 0.599 1.699 -4.803
H4 -1.818 -3.428 -0.117
H5 -1.841 -5.892 -0.282
H6 -0.468 -7.024 -1.994
H7 0.903 -5.689 -3.556
H8 0.945 -3.226 -3.369
H9 0.781 3.830 -3.791
H10 -0.454 5.779 -2.863
H11 -1.816 5.459 -0.793
H12 -1.720 3.265 0.375
N4 2.701 -0.117 -0.140
N5 3.300 1.081 0.267
C15 2.556 2.129 0.779
O2 3.090 3.123 1.199
O3 1.267 1.946 0.785
H13 2.973 -0.899 0.458
H14 2.967 -0.346 -1.098
H15 4.307 1.145 0.379
C16 0.618 2.151 3.581
C17 -0.787 2.236 3.083
N6 -1.648 2.855 3.886
O4 -1.186 1.780 1.994
H16 0.669 2.193 4.665
H17 1.190 2.988 3.175
H18 1.089 1.236 3.230
H19 -1.336 3.258 4.754
H20 -2.619 2.963 3.629
C18 -2.705 -0.860 1.857
C19 -1.339 -1.327 2.193
N7 -0.174 -0.827 1.782
C20 0.812 -1.544 2.404
C21 0.242 -2.501 3.183
N8 -1.106 -2.347 3.032
H21 -2.686 -0.112 1.067
H22 -3.170 -0.415 2.737
H23 -3.326 -1.695 1.540
H24 1.849 -1.315 2.268
H25 0.670 -3.259 3.805
H26 -1.812 -2.929 3.457

natural (NBO) population analysis, charges in e, atoms 1 to 2: 1.7793 -0.6873


Entry 3:
Molecular formula: C44H88O23
Method: DFT, ωB97M-V/def2-TZVPD

The calculation puts the HOMO energy at -9.56 eV. The strongest force on any atom is 4.94 eV/A. As for the spin multiplicity: 1. As for the calculated total energy: -3459.6427 Eh. The gap between HOMO and LUMO is 9.7 eV.

CARTESIAN COORDINATES (ANGSTROEM)
C1 -3.359 -16.863 21.336
C2 -2.271 -16.295 20.364
O1 -2.633 -15.176 19.602
C3 -2.079 -14.993 18.409
O2 -1.209 -15.761 17.939
O3 -2.474 -13.887 17.853
C4 -2.274 -13.682 16.449
H1 -2.977 -17.661 21.973
H2 -4.255 -17.275 20.871
H3 -3.632 -16.117 22.084
H4 -1.988 -17.108 19.695
H5 -1.400 -15.984 20.940
H6 -1.210 -13.843 16.273
H7 -2.629 -12.680 16.209
H8 -2.908 -14.341 15.856
C5 2.376 -12.059 20.198
C6 2.306 -10.573 20.608
O4 0.992 -9.918 20.548
C7 -0.021 -10.246 21.400
O5 0.061 -11.096 22.281
O6 -1.109 -9.396 21.155
C8 -2.222 -9.573 21.992
H9 3.412 -12.399 20.184
H10 2.101 -12.332 19.180
H11 1.750 -12.667 20.851
H12 2.907 -9.913 19.982
H13 2.672 -10.582 21.634
H14 -1.950 -9.113 22.942
H15 -2.477 -10.609 22.215
H16 -3.130 -9.130 21.584
C9 -4.045 -5.931 3.316
C10 -3.707 -5.183 1.993
O7 -2.909 -6.182 1.423
C11 -2.595 -6.118 0.117
O8 -2.762 -5.117 -0.569
O9 -2.161 -7.322 -0.295
C12 -1.608 -7.464 -1.545
H17 -4.703 -5.410 4.012
H18 -3.146 -6.084 3.914
H19 -4.462 -6.928 3.176
H20 -3.074 -4.310 2.152
H21 -4.574 -4.868 1.412
H22 -0.815 -6.775 -1.834
H23 -2.411 -7.585 -2.272
H24 -1.158 -8.454 -1.618
C13 4.850 -3.696 23.349
C14 4.072 -2.941 22.265
O10 3.138 -2.157 23.017
C15 2.480 -1.104 22.494
O11 2.712 -0.626 21.336
O12 1.656 -0.631 23.388
C16 0.795 0.512 23.025
H25 5.684 -4.228 22.891
H26 4.284 -4.410 23.947
H27 5.311 -2.947 23.993
H28 3.538 -3.554 21.539
H29 4.733 -2.288 21.694
H30 0.351 0.708 24.001
H31 -0.045 0.214 22.398
H32 1.345 1.372 22.641
C17 3.682 -3.740 1.126
C18 3.748 -2.223 1.340
O13 2.645 -1.837 2.055
C19 2.220 -0.562 2.017
O14 2.788 0.331 1.419
O15 1.183 -0.359 2.912
C20 0.778 0.997 3.195
H33 4.614 -4.165 0.752
H34 2.885 -4.044 0.448
H35 3.509 -4.278 2.058
H36 3.797 -1.684 0.394
H37 4.618 -1.979 1.949
H38 0.044 0.828 3.983
H39 0.328 1.454 2.314
H40 1.651 1.587 3.474
C21 0.961 -4.808 8.830
C22 0.530 -5.792 9.878
O16 0.730 -5.330 11.224
C23 0.403 -6.101 12.245
O17 -0.038 -7.258 12.148
O18 0.607 -5.379 13.266
C24 0.411 -5.968 14.540
H41 1.876 -4.234 8.975
H42 0.140 -4.102 8.708
H43 1.167 -5.283 7.871
H44 1.157 -6.682 9.822
H45 -0.463 -6.200 9.689
H46 -0.415 -6.679 14.550
H47 0.077 -5.162 15.193
H48 1.271 -6.499 14.948
C25 -4.855 -3.143 18.213
C26 -4.188 -2.171 19.113
C27 -3.788 -3.034 20.309
O19 -4.946 -3.903 20.507
C28 -5.415 -4.213 19.176
H49 -4.088 -3.515 17.534
H50 -5.622 -2.689 17.586
H51 -4.963 -1.441 19.346
H52 -3.292 -1.776 18.635
H53 -3.730 -2.438 21.219
H54 -2.883 -3.628 20.183
H55 -6.494 -4.368 19.169
H56 -4.934 -5.153 18.906
C29 2.544 -13.286 4.093
C30 2.656 -11.842 4.090
C31 1.321 -11.375 4.691
O20 0.393 -12.390 4.255
C32 1.022 -13.644 4.406
H57 3.283 -13.772 4.730
H58 2.668 -13.626 3.065
H59 2.778 -11.504 3.061
H60 3.530 -11.429 4.593
H61 0.993 -10.414 4.294
H62 1.320 -11.301 5.779
H63 0.682 -14.380 3.677
H64 0.847 -14.081 5.389
C33 6.655 -5.708 14.763
C34 6.288 -4.403 15.398
C35 7.558 -4.111 16.165
O21 7.848 -5.356 16.730
C36 7.446 -6.403 15.868
H65 7.273 -5.617 13.870
H66 5.753 -6.191 14.388
H67 5.448 -4.540 16.078
H68 5.997 -3.640 14.676
H69 7.454 -3.269 16.849
H70 8.437 -3.940 15.544
H71 6.901 -7.200 16.375
H72 8.339 -6.843 15.426
C37 5.211 -12.557 11.329
C38 6.359 -13.564 11.364
C39 6.466 -14.174 10.015
O22 5.809 -13.211 9.170
C40 4.785 -12.498 9.842
H73 5.540 -11.537 11.525
H74 4.380 -12.745 12.009
H75 6.302 -14.302 12.165
H76 7.285 -13.041 11.603
H77 5.984 -15.126 9.792
H78 7.485 -14.235 9.635
H79 3.792 -12.925 9.701
H80 4.727 -11.475 9.471
C41 -7.389 -7.234 12.913
C42 -8.923 -7.366 12.717
C43 -9.412 -7.273 14.165
O23 -8.296 -7.780 14.967
C44 -7.196 -8.116 14.140
H81 -7.037 -6.214 13.072
H82 -6.815 -7.577 12.052
H83 -9.346 -8.275 12.290
H84 -9.269 -6.607 12.016
H85 -10.197 -7.988 14.413
H86 -9.614 -6.250 14.481
H87 -7.181 -9.136 13.757
H88 -6.295 -7.837 14.687

Mulliken population analysis, charges in e, atoms 1 to 2: -1.1811 -0.1726


Entry 4:
Molecular formula: C5H31NO11
Method: DFT, ωB97M-V/def2-TZVPD

The calculation puts the HOMO energy at -9.91 eV. The strongest force on any atom is 1.82 eV/A. As for the spin multiplicity: 1. As for the calculated total energy: -1091.4791 Eh. The gap between HOMO and LUMO is 9.8 eV.

CARTESIAN COORDINATES (ANGSTROEM)
C1 0.957 -0.650 -2.222
C2 -0.203 -0.841 -1.605
C3 -0.397 -0.408 -0.181
C4 -1.848 -0.364 0.348
N1 -2.211 0.959 0.840
C5 -2.034 -1.474 1.377
O1 -1.889 -2.742 0.793
H1 1.133 -1.008 -3.238
H2 1.723 -0.105 -1.742
H3 -0.978 -1.475 -2.045
H4 0.122 0.535 0.003
H5 0.165 -0.981 0.563
H6 -2.463 -0.587 -0.525
H7 -2.968 0.943 1.500
H8 -1.407 1.417 1.233
H9 -1.324 -1.287 2.190
H10 -3.009 -1.470 1.854
H11 -0.978 -3.062 0.692
O2 4.566 -0.110 1.427
H12 4.303 0.432 0.669
H13 5.421 0.187 1.737
O3 -1.898 1.901 -2.010
H14 -1.875 1.807 -1.037
H15 -1.449 1.074 -2.300
O4 -5.165 -0.153 -1.250
H16 -4.692 0.094 -2.083
H17 -4.402 -0.408 -0.714
O5 0.366 3.568 -1.529
H18 -0.522 3.171 -1.635
H19 0.247 4.529 -1.477
O6 2.700 3.334 -0.085
H20 1.920 3.445 -0.654
H21 2.413 2.953 0.765
O7 1.347 2.030 1.404
H22 1.118 2.511 2.215
H23 1.671 1.155 1.714
O8 4.429 1.478 -0.904
H24 4.961 1.867 -1.597
H25 3.729 2.141 -0.675
O9 2.238 -0.244 2.716
H26 3.177 -0.137 2.445
H27 2.001 -1.135 2.434
O10 -4.122 -4.099 -0.179
H28 -3.236 -3.789 0.083
H29 -4.613 -3.288 -0.334
O11 0.758 -3.597 0.399
H30 0.492 -4.501 0.238
H31 1.727 -3.614 0.384

natural (NBO) population analysis, charges in e, atoms 1 to 2: -0.3619 -0.2247


Entry 5:
Molecular formula: C20H17N4NiO2
Method: DFT, ωB97M-V/def2-TZVPD

The calculation puts the HOMO energy (spin up / spin down) at -10.48 / -10.49 eV. The strongest force on any atom is 0.40 eV/A. Its net charge is +1. As for the spin multiplicity: 1. As for the calculated total energy: -2649.9628 Eh. The gap between HOMO and LUMO (spin up / spin down) is 6.9 / 6.9 eV.

CARTESIAN COORDINATES (ANGSTROEM)
Ni1 -0.020 0.046 0.037
C1 1.976 -1.624 1.733
O1 1.330 -1.326 0.485
C2 1.696 -2.082 -0.628
C3 2.627 -3.102 -0.600
C4 2.912 -3.765 -1.788
C5 2.277 -3.408 -2.968
C6 1.345 -2.384 -2.981
C7 1.047 -1.718 -1.802
N1 0.105 -0.664 -1.674
N2 -0.570 -0.388 -2.712
C8 -1.480 0.589 -2.738
C9 -1.734 1.450 -1.631
O2 -1.079 1.405 -0.524
C10 -2.752 2.444 -1.752
C11 -3.440 2.585 -2.907
C12 -3.195 1.766 -4.056
C13 -3.916 1.960 -5.247
C14 -3.672 1.170 -6.343
C15 -2.701 0.165 -6.266
C16 -1.987 -0.042 -5.109
C17 -2.219 0.759 -3.981
H1 3.053 -1.504 1.623
H2 1.733 -2.640 2.039
H3 1.599 -0.911 2.455
H4 3.130 -3.385 0.311
H5 3.641 -4.563 -1.782
H6 2.509 -3.929 -3.886
H7 0.841 -2.092 -3.890
H8 -2.940 3.070 -0.891
H9 -4.212 3.342 -2.978
H10 -4.663 2.742 -5.287
H11 -4.225 1.323 -7.259
H12 -2.509 -0.459 -7.130
H13 -1.241 -0.822 -5.062
N3 -0.654 1.108 3.942
C18 0.256 2.072 3.583
C19 0.557 1.828 2.282
N4 -0.157 0.728 1.856
C20 -0.880 0.322 2.877
H14 -1.097 1.015 4.840
H15 0.591 2.832 4.265
H16 1.212 2.371 1.624
H17 -1.568 -0.507 2.878

natural (NBO) population analysis, charges in e, atoms 1 to 2: 1.0979 -0.2492


Entry 6:
Molecular formula: C10H40BeN20O14S
Method: DFT, ωB97M-V/def2-TZVPD

The calculation puts the HOMO energy at -9.42 eV. The strongest force on any atom is 3.76 eV/A. As for the spin multiplicity: 1. As for the calculated total energy: -2966.9178 Eh. The gap between HOMO and LUMO is 7.2 eV.

CARTESIAN COORDINATES (ANGSTROEM)
Be1 2.783 -0.139 1.103
S1 0.031 0.077 0.386
O1 1.096 -0.707 -0.253
O2 0.715 0.590 1.636
O3 -0.366 1.231 -0.411
O4 -1.107 -0.776 0.742
C1 -2.887 3.875 0.381
O5 -3.535 4.855 0.046
N1 -2.310 3.675 1.585
N2 -2.624 2.862 -0.514
H1 -2.547 4.292 2.340
H2 -1.915 2.768 1.753
H3 -3.001 2.932 -1.440
H4 -1.911 2.160 -0.325
C2 2.232 3.306 0.696
O6 2.900 2.263 0.757
N3 2.746 4.526 0.357
N4 0.907 3.339 0.975
H5 2.023 5.127 0.002
H6 3.637 4.472 -0.112
H7 0.391 4.184 0.808
H8 0.424 2.460 1.051
C3 -3.052 -3.392 -0.681
O7 -3.575 -4.390 -1.133
N5 -1.843 -3.337 -0.019
N6 -3.632 -2.144 -0.724
H9 -1.429 -2.421 0.135
H10 -1.291 -4.173 0.016
H11 -4.571 -2.002 -1.039
H12 -3.079 -1.432 -0.282
C4 3.483 -0.343 -2.352
O8 3.491 0.125 -1.216
N7 4.301 -1.319 -2.802
N8 2.568 0.125 -3.237
H13 5.033 -1.607 -2.174
H14 4.390 -1.594 -3.762
H15 1.960 0.838 -2.827
H16 2.528 -0.097 -4.215
C5 1.386 -2.667 2.989
O9 2.214 -1.747 2.917
N9 0.108 -2.585 2.563
N10 1.709 -3.929 3.389
H17 -0.308 -1.776 2.138
H18 -0.346 -3.478 2.530
H19 1.071 -4.700 3.431
H20 2.684 -4.137 3.522
C6 2.998 -3.219 -0.246
O10 3.578 -2.290 0.362
N11 1.687 -3.297 -0.505
N12 3.758 -4.239 -0.720
H21 1.373 -3.985 -1.167
H22 1.154 -2.442 -0.380
H23 4.756 -4.181 -0.672
H24 3.289 -4.854 -1.361
C7 0.401 2.734 -3.657
O11 0.893 3.367 -4.582
N13 -0.901 2.389 -3.529
N14 1.107 2.519 -2.507
H25 -1.537 2.385 -4.304
H26 -1.214 1.935 -2.687
H27 2.085 2.723 -2.409
H28 0.643 2.251 -1.649
C8 -4.052 0.345 2.838
O12 -4.842 0.400 3.770
N15 -2.726 0.097 3.012
N16 -4.422 0.661 1.565
H29 -2.391 0.208 3.954
H30 -2.064 -0.057 2.265
H31 -5.324 0.994 1.280
H32 -3.877 0.381 0.767
C9 -0.854 -1.758 -4.334
O13 -0.009 -2.614 -4.603
N17 -0.804 -1.085 -3.148
N18 -1.900 -1.508 -5.161
H33 0.095 -1.177 -2.705
H34 -1.485 -0.358 -3.040
H35 -2.414 -0.658 -5.019
H36 -1.738 -1.937 -6.057
C10 0.460 1.460 5.008
O14 0.485 1.674 6.218
N19 -0.228 2.305 4.185
N20 1.007 0.390 4.393
H37 -0.568 3.188 4.509
H38 -0.371 2.002 3.240
H39 1.505 -0.262 4.969
H40 0.967 0.326 3.376

Mulliken population analysis, charges in e, atoms 1 to 2: 0.8965 1.4387


Entry 7:
Molecular formula: CH7N2O
Method: DFT, ωB97M-V/def2-TZVPD

The calculation puts the HOMO energy at -15.07 eV. The strongest force on any atom is 5.05 eV/A. Its net charge is +1. As for the spin multiplicity: 1. As for the calculated total energy: -226.7159 Eh. The gap between HOMO and LUMO is 11.4 eV.

CARTESIAN COORDINATES (ANGSTROEM)
N1 0.735 1.299 -0.120
O1 1.203 0.006 0.173
C1 0.038 -0.724 0.626
N2 -0.826 -0.643 -0.577
H1 0.827 1.824 0.771
H2 1.341 1.788 -0.815
H3 -0.494 -0.064 1.358
H4 0.356 -1.730 1.034
H5 -1.886 -0.743 -0.294
H6 -0.674 0.298 -0.858
H7 -0.619 -1.312 -1.297

natural (NBO) population analysis, charges in e, atoms 1 to 2: -0.5896 -0.3679


- Look up the strongest force on any atom of the second one.
  2.79 eV/A


- Number 7 is which compound?
  CH7N2O